{"formula": "C3H6Cl2OSi", "method": "wB97M-V/def2-TZVPD", "species": ["C", "C", "C", "O", "Si", "Cl", "Cl", "H", "H", "H", "H", "H", "H"], "xyz": [[-2.377998, 0.585733, -0.907534], [-1.657283, 1.403322, -0.276469], [0.519281, 0.613511, -0.103694], [0.442237, -0.670070, 0.145517], [1.666401, -1.593211, 0.779774], [1.337053, 1.030837, -1.637323], [1.246372, 1.597122, 1.160212], [-3.342916, 0.773639, -1.085507], [-1.930189, -0.421100, -1.075230], [-1.571083, 2.288999, 0.317701], [1.526286, -1.707110, 2.133638], [2.884861, -0.994039, 0.195079], [1.256978, -2.907633, 0.353836]], "forces_ev_per_angstrom": [[2.7, -2.8, 0.1], [-0.5, 2.5, 1.7], [3.5, -0.2, -0.6], [-1.1, 0.5, -0.2], [0.3, -0.3, -2.0], [-0.5, -0.2, 0.0], [-0.3, 0.0, 0.4], [-3.9, 0.4, -1.2], [-0.6, 0.4, -0.4], [-0.1, 0.3, -0.2], [0.2, 0.3, 2.6], [0.1, -0.3, 0.3], [0.2, -0.7, -0.6]], "mulliken_spin": [-0.093, 0.928, 0.690, 0.051, 0.027, 0.115, 0.102, 0.060, 0.073, 0.040, 0.001, 0.005, 0.001], "relative_energy_kcal_mol": 92.0, "spin_multiplicity": 3, "charge": 0}

---

{"formula": "C7H11NO2Se", "method": "wB97M-V/def2-TZVPD", "species": ["C", "C", "C", "C", "C", "C", "C", "N", "O", "O", "Se", "H", "H", "H", "H", "H", "H", "H", "H", "H", "H", "H"], "xyz": [[-1.967259, -2.553297, -1.748311], [-0.158680, -1.724883, 1.240492], [0.567157, 1.879792, -0.998677], [-0.307426, 2.141991, 0.285569], [0.415908, 1.769294, 1.596581], [0.992036, 0.332266, 1.545594], [-0.756043, -3.012321, -1.462635], [-3.001640, -2.306198, -2.179058], [-0.100417, -2.448001, 2.170679], [0.128498, -0.615010, 0.857111], [0.803720, -2.137193, -2.173481], [1.516901, 2.448138, -0.896210], [0.695878, 0.813819, -1.246795], [-0.174697, 2.045027, -1.874042], [-0.470389, 3.173734, 0.362900], [-1.247922, 1.490640, 0.290429], [1.156933, 2.479736, 2.057137], [-0.442322, 1.580506, 2.290839], [2.033489, 0.175116, 1.046308], [1.076633, -0.155990, 2.612073], [-0.612234, -3.653358, -0.535784], [-0.148123, -1.723804, -3.240720]], "forces_ev_per_angstrom": [[-0.8, -0.1, -0.7], [-2.3, -4.6, -0.1], [-2.5, -0.3, -0.5], [1.2, -2.6, -0.3], [-1.0, -2.0, 0.7], [2.9, -1.1, 2.3], [3.7, -1.4, 2.5], [-1.9, 0.8, -0.4], [0.8, 0.0, 1.5], [0.8, 5.0, -2.0], [-1.7, -0.6, -0.3], [-0.7, -0.3, -0.8], [0.7, 0.2, 1.0], [1.7, 1.0, 1.0], [-1.0, 1.4, -0.2], [1.1, 1.3, -0.4], [-0.7, -0.7, -0.7], [0.8, 0.9, 0.1], [-1.8, 0.7, 0.7], [0.1, 1.3, -1.8], [-0.1, 0.9, -1.5], [0.8, 0.3, 0.0]], "mulliken_spin": [-0.067, 0.705, -0.020, 0.001, -0.012, 0.120, 0.652, 0.326, 0.185, -0.029, 0.124, 0.000, 0.018, 0.000, 0.000, 0.000, 0.007, 0.003, 0.001, 0.008, -0.023, 0.002], "e_tot_ev": -78362.874, "spin_multiplicity": 3, "charge": 0}

---

{"formula": "C8H14BN4O7P2PtS2", "method": "wB97M-V/def2-TZVPD", "species": ["Pt", "O", "P", "O", "O", "O", "P", "O", "O", "O", "H", "H", "C", "N", "C", "C", "N", "B", "N", "C", "C", "N", "C", "C", "S", "C", "S", "H", "H", "H", "H", "H", "H", "H", "H", "H", "H", "H", "H"], "xyz": [[-0.134770, -1.262977, 0.108097], [-0.403442, -3.658307, -2.249212], [-1.780653, -3.218560, -1.604828], [-2.983120, -3.432869, -2.382612], [-1.514831, -1.705207, -1.213591], [-1.811969, -4.003331, -0.175163], [-0.983858, -3.494020, 1.091168], [-1.241044, -4.541366, 2.204911], [0.463124, -3.288674, 0.648784], [-1.509874, -2.113825, 1.501565], [-0.459948, -4.456226, -2.791118], [-1.196818, -5.477239, 1.967455], [0.676296, 0.254946, -3.786435], [1.087775, 1.233823, -2.784028], [1.002472, 2.597656, -2.908280], [1.413213, 3.124780, -1.725232], [1.722651, 2.090855, -0.881241], [2.188517, 2.258666, 0.597714], [1.024377, 1.857323, 1.617604], [1.239979, 2.069467, 2.948793], [0.106380, 1.741295, 3.628545], [-0.798068, 1.311060, 2.705687], [-2.159276, 0.855018, 2.990053], [-0.223589, 1.386790, 1.482055], [-1.025998, 0.867514, 0.030271], [1.516610, 0.957158, -1.544603], [1.738680, -0.652868, -0.920894], [0.724755, 0.723251, -4.764948], [-0.340471, -0.079112, -3.584874], [1.350907, -0.596550, -3.760613], [0.680908, 3.064366, -3.822067], [1.521719, 4.148274, -1.415177], [2.407251, 3.423700, 0.770806], [3.118713, 1.538629, 0.828920], [2.179698, 2.449054, 3.309236], [-0.123770, 1.782907, 4.678288], [-2.321038, 0.944604, 4.060051], [-2.276409, -0.180323, 2.681856], [-2.875079, 1.480320, 2.463056]], "forces_ev_per_angstrom": [[0.1, 0.4, 0.1], [0.0, 0.0, 0.0], [0.0, 0.0, 0.0], [0.0, 0.0, 0.0], [0.1, -0.1, 0.0], [0.0, -0.1, 0.0], [-0.1, 0.1, 0.0], [0.0, 0.0, 0.0], [-0.1, 0.1, -0.1], [0.0, -0.2, 0.0], [0.0, 0.0, 0.0], [0.0, 0.0, 0.0], [0.0, 0.0, 0.0], [0.0, 0.0, 0.0], [0.1, 0.0, 0.0], [-0.1, 0.0, 0.0], [0.0, 0.1, 0.0], [0.0, -0.1, 0.0], [0.0, 0.1, 0.1], [0.0, 0.0, -0.1], [-0.1, 0.0, 0.0], [0.1, 0.0, 0.1], [0.0, 0.0, 0.0], [0.0, -0.1, -0.2], [0.0, -0.1, 0.1], [0.0, -0.1, 0.0], [0.1, -0.2, 0.0], [0.0, 0.0, 0.0], [0.0, 0.0, 0.0], [0.0, 0.0, 0.0], [0.0, 0.0, 0.0], [0.0, 0.0, 0.0], [0.0, 0.0, 0.0], [0.0, 0.0, 0.0], [0.0, 0.0, 0.0], [0.0, 0.0, 0.0], [0.0, 0.0, 0.0], [0.0, 0.0, 0.0], [0.0, 0.0, 0.0]], "nbo_charge": [1.223, -0.994, 2.533, -1.019, -0.917, -1.073, 2.535, -0.958, -1.069, -1.056, 0.531, 0.543, -0.414, -0.302, -0.046, -0.022, -0.452, 0.172, -0.419, -0.017, -0.037, -0.297, -0.416, 0.174, 0.064, 0.246, 0.094, 0.235, 0.234, 0.239, 0.248, 0.255, -0.019, -0.013, 0.253, 0.248, 0.229, 0.253, 0.232], "relative_energy_kcal_mol": 0.0, "charge": 1}

---

{"formula": "C3H8NS2", "method": "wB97M-V/def2-TZVPD", "species": ["C", "C", "C", "N", "S", "S", "H", "H", "H", "H", "H", "H", "H", "H"], "xyz": [[-1.078322, -0.114085, 1.432046], [-0.815438, -1.269706, 0.424050], [-0.817353, 0.138222, -0.024266], [1.640909, 1.346162, -1.307631], [0.628490, -2.261120, 0.576959], [-0.605069, 1.449936, -0.912982], [-2.211125, -0.103622, 1.691151], [-0.247075, 0.111059, 2.067304], [-1.832805, -1.750609, 0.132234], [1.802333, 1.673094, -0.361732], [1.831129, 2.213311, -1.778264], [2.170256, 0.471198, -1.450866], [-0.068967, -3.014407, 1.595804], [-0.396963, 1.110568, -2.083806]], "forces_ev_per_angstrom": [[-2.3, -0.8, -1.8], [-2.6, 0.7, -0.5], [-0.4, 0.3, 0.7], [0.7, 0.4, 1.4], [-1.0, -1.4, 1.3], [-1.5, 0.1, 4.0], [2.4, 0.5, 0.2], [-0.1, 0.2, 0.7], [2.0, 0.4, 0.3], [0.3, -0.6, 0.4], [1.0, -0.3, -1.4], [0.0, 1.1, -0.5], [1.4, 0.9, -1.4], [0.1, -1.6, -3.4]], "nbo_charge": [-0.422, -0.411, -0.191, -1.068, 0.053, 0.712, 0.274, 0.259, 0.279, 0.384, 0.406, 0.425, 0.183, 0.117], "relative_energy_kcal_mol": 89.0, "charge": 1}

---

{"formula": "C16H21AsN2O9PbS2", "method": "wB97M-V/def2-TZVPD", "species": ["Pb", "O", "S", "O", "O", "C", "C", "C", "C", "C", "C", "S", "O", "O", "O", "H", "H", "H", "H", "O", "C", "N", "C", "O", "C", "C", "C", "C", "N", "C", "H", "H", "H", "H", "H", "H", "H", "H", "C", "As", "C", "C", "O", "H", "H", "H", "H", "H", "H", "H", "H", "H"], "xyz": [[0.994779, -0.552513, 1.289287], [-0.990509, 3.515629, 0.123038], [0.068009, 2.577930, -0.079649], [0.328321, 2.148908, -1.429676], [0.002116, 1.474576, 0.913268], [1.577915, 3.536461, 0.293854], [1.339939, 4.964173, 0.169727], [2.290645, 5.864967, 0.544934], [3.526634, 5.381521, 0.984844], [3.801189, 3.967217, 1.023485], [2.855242, 3.060168, 0.643498], [3.397514, 1.330017, 0.679298], [2.622596, 0.671128, -0.378651], [4.806317, 1.412021, 0.491479], [2.953581, 0.819157, 1.989996], [0.370462, 5.281966, -0.189476], [2.096305, 6.926396, 0.484959], [4.317248, 6.067031, 1.263562], [4.780499, 3.617028, 1.326255], [-0.753547, -3.907485, -6.314508], [-0.861493, -4.688116, -5.168837], [-2.054995, -4.351214, -4.375952], [-2.108455, -3.344439, -3.533524], [-3.079370, -2.958954, -2.864031], [-1.028284, -2.364124, -3.277449], [-0.461657, -1.560803, -4.284214], [0.472344, -0.647413, -3.887272], [0.758890, -0.493886, -2.511854], [0.175406, -1.219364, -1.544432], [-0.708341, -2.123692, -1.913542], [-1.226443, -4.303449, -7.055918], [0.012341, -4.488905, -4.553249], [-0.906692, -5.754576, -5.378823], [-2.915513, -4.868135, -4.514772], [-0.726384, -1.710523, -5.322094], [0.997413, -0.029871, -4.602536], [1.469380, 0.248124, -2.185102], [-1.196679, -2.711316, -1.143552], [-0.541949, -1.182541, 5.666579], [-1.650908, -0.814405, 4.149320], [-2.348427, 0.960588, 4.310680], [-3.108779, -2.053355, 4.146887], [-0.777018, -0.968141, 2.724956], [-1.138749, -1.132533, 6.576287], [0.258091, -0.446559, 5.714011], [-0.117346, -2.178693, 5.561087], [-2.966125, 1.041151, 5.203731], [-2.943653, 1.180414, 3.426665], [-1.519382, 1.662392, 4.373274], [-3.690554, -1.930524, 5.059327], [-2.715686, -3.066280, 4.094476], [-3.736236, -1.857155, 3.280347]], "forces_ev_per_angstrom": [[-0.1, -0.3, 0.0], [0.0, 0.0, 0.0], [0.1, 0.1, 0.1], [0.0, 0.0, 0.0], [0.3, 0.1, -0.1], [-0.5, 0.1, -0.2], [0.0, -0.3, 0.0], [0.3, 0.1, 0.1], [0.0, -0.2, 0.0], [0.0, 0.5, -0.1], [0.0, -0.3, 0.1], [-0.1, 0.1, -0.3], [0.1, 0.0, 0.1], [0.0, 0.0, 0.1], [-0.3, 0.0, 0.1], [0.0, 0.0, 0.0], [0.1, 0.0, 0.0], [0.0, 0.0, 0.0], [0.0, 0.0, 0.0], [-0.1, 0.0, 0.1], [0.0, 0.0, -0.1], [-0.1, -0.1, 0.1], [0.2, 0.1, -0.2], [0.0, 0.0, 0.0], [-0.1, 0.0, 0.1], [-0.1, -0.1, 0.0], [0.1, 0.1, 0.2], [-0.1, -0.1, -0.1], [0.1, 0.1, 0.0], [-0.1, 0.0, -0.1], [0.0, 0.0, 0.0], [0.0, 0.0, 0.0], [0.0, 0.0, 0.0], [0.0, 0.0, 0.0], [0.0, 0.0, 0.0], [0.0, 0.0, 0.0], [0.1, 0.1, 0.1], [0.0, 0.0, 0.0], [0.0, 0.0, -0.1], [-0.1, 0.1, 0.2], [0.0, 0.0, 0.0], [0.0, 0.0, 0.0], [0.3, 0.0, -0.1], [0.0, 0.0, 0.0], [0.0, 0.0, 0.0], [0.0, 0.0, 0.0], [0.0, 0.0, 0.0], [0.0, 0.0, 0.0], [0.0, 0.0, 0.0], [0.0, 0.0, 0.0], [0.0, 0.0, 0.0], [0.0, 0.0, 0.0]], "nbo_charge": [1.638, -0.913, 2.427, -0.918, -1.069, -0.123, -0.068, -0.249, 0.035, -0.106, -0.285, 2.417, -1.038, -0.907, -1.025, 0.279, 0.265, 0.249, 0.278, -0.701, 0.080, -0.552, 0.634, -0.300, -0.074, -0.138, -0.198, 0.197, -0.481, 0.166, 0.500, 0.197, 0.212, 0.440, 0.277, 0.264, 0.270, 0.227, -0.993, 1.990, -0.992, -0.989, -1.275, 0.264, 0.259, 0.262, 0.261, 0.265, 0.259, 0.262, 0.261, 0.260], "relative_energy_kcal_mol": 9.2, "charge": 2}

---

{"formula": "H2N2O3S2", "method": "wB97M-V/def2-TZVPD", "species": ["N", "N", "O", "O", "O", "S", "S", "H", "H"], "xyz": [[-4.125521, 0.239090, -0.766895], [-3.720361, -1.683774, 1.160663], [-3.122798, 0.805781, -1.033664], [-4.096680, -2.566330, 0.385445], [-3.678583, -0.465677, 0.873890], [-5.701183, 1.753909, 0.132789], [14.951190, -0.250693, -0.410271], [-4.680435, 1.580970, 0.978515], [14.174368, 0.586724, -1.320470]], "forces_ev_per_angstrom": [[2.6, 1.5, -1.6], [0.3, -2.0, 1.2], [-2.9, -1.3, 0.6], [0.1, 1.8, -0.1], [-0.4, 0.0, -0.2], [0.5, -0.3, -0.1], [-1.1, 1.3, -1.4], [-0.2, 0.3, 0.3], [1.2, -1.3, 1.4]], "nbo_charge": [0.321, 0.308, -0.306, -0.476, -0.402, -0.565, -1.084, 0.121, 0.084], "relative_energy_kcal_mol": 1.7, "charge": -2}

---

Q: Which formula does entry 4 have?
A: C3H8NS2